[1]
Here is a 2-piece molecular cluster, C11H16BrN2 overall from the OMol25 dataset. Energies are from the ωB97M-V functional and the def2-TZVPD basis.

Element x y z (Å)
1 C 4.3111 -0.4895 0.3780
2 C -1.8039 -0.7073 2.9676
3 C 3.5506 0.3309 0.8314
4 C -2.0190 -0.5250 1.8156
5 C 1.3420 -0.0265 -0.7280
6 C 0.6597 2.2411 -0.0908
7 C 0.1245 -0.5474 0.0260
8 C -0.5552 1.7509 0.6426
9 C -2.7146 -1.7891 -0.4323
10 C 2.3779 1.1427 1.1268
11 C -2.2292 0.0373 0.5435
12 N 1.7476 1.2443 -0.1416
13 N -1.0137 0.4771 -0.0488
14 Br -3.8562 1.1126 0.4189
15 H 4.9615 -1.3044 0.2831
16 H -1.6054 -1.1030 3.8912
17 H 2.1963 -0.7106 -0.6715
18 H 1.0458 0.1383 -1.7753
19 H 0.3511 2.6680 -1.0365
20 H 0.9986 3.1655 0.4534
21 H -0.2363 -1.4255 -0.5261
22 H 0.2748 -0.9535 1.1339
23 H -0.2772 1.4516 1.6748
24 H -1.3614 2.4818 0.6536
25 H -2.8658 -1.5268 -1.4998
26 H -1.8205 -2.3750 -0.2417
27 H -3.6065 -2.1772 -0.1578
28 H 2.5214 2.1558 1.4396
29 H 1.8441 0.7470 2.1329
30 H -0.9049 0.8420 -1.0685

Atoms 1-2, force components in eV/Å:
C -0.81 0.95 1.27
C -0.01 -0.49 -0.08

- Kohn-Sham gap: 9.544 eV
- Charge: +1

=====

[2]
Here is a 2-piece molecular cluster, C35H38BF3O2S overall from the OMol25 dataset. Energies are from the ωB97M-V functional and the def2-TZVPD basis.

Element x y z (Å)
1 C -3.6230 6.9121 0.7309
2 C -2.9745 5.6625 1.1768
3 C -3.0243 5.1057 2.4399
4 C -2.3844 3.8182 2.5152
5 C -1.8549 3.4281 1.3055
6 B -1.2998 1.9246 0.9297
7 C 0.3442 2.1007 0.8252
8 C 1.0222 2.6698 1.8944
9 C 2.4031 2.8691 1.8165
10 C 3.0679 2.4823 0.6599
11 C 4.5629 2.6344 0.6577
12 F 5.1208 2.4952 -0.5863
13 F 4.9603 3.8517 1.1332
14 F 5.1536 1.6776 1.4562
15 C 2.4041 1.9251 -0.4247
16 C 1.0239 1.7047 -0.3165
17 O -1.7763 1.2176 2.1023
18 C -2.5396 0.1686 1.5470
19 C -1.5906 -0.9857 1.3509
20 C -3.6526 -0.3029 2.4679
21 C -3.0145 0.7210 0.1193
22 C -3.2543 -0.3899 -0.8984
23 C -4.2646 1.5785 0.2550
24 O -1.9193 1.5162 -0.2972
25 S -2.0951 4.6240 0.0832
26 H -4.2094 7.3565 1.5393
27 H -2.8715 7.6363 0.3978
28 H -4.2886 6.6946 -0.1106
29 H -3.5349 5.5761 3.2792
30 H -2.3391 3.2424 3.4378
31 H 0.4727 2.9687 2.7846
32 H 2.9481 3.3125 2.6476
33 H 2.9506 1.6434 -1.3217
34 H 0.4888 1.2180 -1.1263
35 H -2.0853 -1.8524 0.9000
36 H -0.7482 -0.6945 0.7074
37 H -1.1737 -1.2959 2.3167
38 H -4.1794 -1.1431 1.9882
39 H -3.2146 -0.6748 3.4038
40 H -4.3718 0.4878 2.7037
41 H -3.9887 -1.1024 -0.4966
42 H -3.6661 0.0413 -1.8177
43 H -2.3286 -0.9272 -1.1386
44 H -5.1265 0.9322 0.4754
45 H -4.1625 2.3218 1.0537
46 H -4.4600 2.0980 -0.6902
47 C -3.2723 -6.1822 0.9389
48 C -2.1104 -5.2472 0.7967
49 C -1.4947 -4.6803 1.9234
50 C -0.4676 -3.7609 1.7747
51 C -0.0373 -3.3379 0.4845
52 C 0.8941 -2.2480 0.3233
53 C 1.5925 -2.0329 -0.8628
54 C 2.7585 -1.2793 -0.8732
55 C 3.7004 -1.2789 -1.9451
56 C 4.9066 -0.5244 -1.8992
57 C 5.7954 -0.5416 -2.9570
58 C 5.5243 -1.2935 -4.1124
59 C 6.4870 -1.2784 -5.2495
60 C 4.3626 -2.0695 -4.1634
61 C 3.4667 -2.0659 -3.1097
62 C -0.6118 -3.9938 -0.6327
63 C -1.6378 -4.9110 -0.4691
64 H -3.5584 -6.5749 -0.0404
65 H -3.0457 -7.0332 1.5912
66 H -4.1379 -5.6594 1.3640
67 H -1.8579 -4.9344 2.9219
68 H -0.0076 -3.3056 2.6573
69 H 1.1980 -1.6857 1.2082
70 H 1.2633 -2.5279 -1.7831
71 H 2.9808 -0.6666 0.0021
72 H 5.1268 0.0750 -1.0131
73 H 6.7174 0.0442 -2.9164
74 H 6.0819 -1.8128 -6.1129
75 H 6.7049 -0.2487 -5.5523
76 H 7.4371 -1.7453 -4.9608
77 H 4.1602 -2.6755 -5.0505
78 H 2.5736 -2.6770 -3.1722
79 H -0.2906 -3.7280 -1.6419
80 H -2.1084 -5.3673 -1.3455

Atoms 1-2, force components in eV/Å:
C 0.00 0.37 -0.35
C 0.18 -0.81 1.07

- Kohn-Sham gap: 3.219 eV

=====

[3]
Here is one molecule with the formula C4H5N3O from the OMol25 dataset. Energies are from the ωB97M-V functional and the def2-TZVPD basis.

Element x y z (Å)
1 C -0.0330 2.4430 -0.4340
2 N -0.8956 1.4724 -0.3846
3 N -0.4421 0.3196 0.1955
4 C -1.1735 -0.8482 -0.1396
5 C -0.4249 -1.9366 0.0606
6 C 0.9690 -1.5206 0.3093
7 O 1.9096 -2.2185 0.5094
8 N 0.9200 -0.0477 0.3352
9 H 0.9601 2.2862 -0.0093
10 H -0.3507 3.3690 -0.8055
11 H -2.1213 -0.7387 -0.6389
12 H -0.6448 -2.9513 -0.2108
13 H 1.3272 0.3714 1.2128

Atoms 1-2, force components in eV/Å:
C -0.64 -2.60 0.96
N 1.95 1.35 -0.06

- Kohn-Sham gap: 9.285 eV
- SMILES string: C=Nn1ccc(=O)[nH]1